C44H36CaF6N2O5PS3Se2Si | the ωB97M-V functional and the def2-TZVPD basis

Last column: Löwdin charge in e.
Geometry (Å):
1 Ca -0.8666 -0.0319 -1.1931  1.0120
2 Se 1.9900 -3.7382 0.3855  0.2543
3 P 1.1384 -2.3495 1.7665  0.1464
4 Se -0.4969 -0.9576 1.3007  0.4024
5 C 2.5223 -1.4035 2.5017  -0.4163
6 C 2.6311 -0.0330 2.3131  -0.1087
7 C 3.6810 0.6651 2.8946  -0.0766
8 C 4.6183 -0.0087 3.6630  -0.0965
9 C 4.5162 -1.3829 3.8446  -0.0898
10 C 3.4734 -2.0816 3.2589  -0.1069
11 C 0.4873 -3.2594 3.2151  -0.4287
12 C 0.0980 -4.5864 3.1126  -0.1157
13 C -0.4915 -5.2196 4.1989  -0.0920
14 C -0.6861 -4.5292 5.3850  -0.1017
15 C -0.2971 -3.1996 5.4885  -0.0861
16 C 0.2814 -2.5620 4.4044  -0.1015
17 H 1.8788 0.4771 1.7249  0.0422
18 H 3.7624 1.7349 2.7470  0.0942
19 H 5.4330 0.5356 4.1259  0.0957
20 H 5.2525 -1.9069 4.4416  0.0972
21 H 3.3868 -3.1549 3.3819  0.1041
22 H 0.2654 -5.1182 2.1844  0.0538
23 H -0.8074 -6.2522 4.1133  0.0968
24 H -1.1441 -5.0254 6.2323  0.0946
25 H -0.4622 -2.6589 6.4123  0.0987
26 H 0.5642 -1.5171 4.4592  0.1032
27 F -4.7156 -0.5932 -2.5076  0.1016
28 C -4.7021 0.7416 -2.3550  -0.6043
29 F -5.8555 1.0684 -1.7509  0.1051
30 F -4.7670 1.2673 -3.5946  0.0906
31 S -3.1575 1.3352 -1.3137  0.6083
32 O -2.8406 -0.0270 -0.8927  -0.4850
33 O -3.8608 2.2415 -0.4595  -0.2528
34 N -2.4607 1.9654 -2.6337  -0.2773
35 S -1.5141 1.0130 -3.3777  0.5138
36 O -2.0258 -0.2905 -3.7050  -0.3041
37 O -0.1417 0.9895 -2.9001  -0.4183
38 C -1.3120 1.8795 -5.0008  -0.6550
39 F -1.0437 3.1733 -4.8288  0.1456
40 F -0.2793 1.3086 -5.6323  0.1332
41 F -2.3884 1.7601 -5.7716  0.1502
42 N 0.1606 -1.7851 -1.8928  -0.4899
43 S 0.2471 -2.0869 -3.4426  1.0543
44 C -0.5337 -3.7030 -3.6494  -0.3713
45 C -1.7206 -3.7424 -4.3656  -0.0739
46 C -2.4473 -4.9239 -4.4132  -0.0767
47 C -1.9868 -6.0454 -3.7403  -0.0838
48 C -0.8038 -5.9893 -3.0130  -0.0667
49 C -0.0688 -4.8166 -2.9649  -0.0752
50 C 1.9661 -2.6089 -3.7393  -0.3651
51 C 2.3074 -3.4558 -4.7835  -0.0879
52 C 3.6370 -3.8029 -4.9698  -0.0853
53 C 4.6139 -3.2882 -4.1286  -0.0889
54 C 4.2647 -2.4212 -3.1035  -0.0703
55 C 2.9362 -2.0778 -2.9053  -0.0941
56 H 0.4623 -2.6000 -1.3513  -0.0896
57 H -2.0780 -2.8440 -4.8547  0.1063
58 H -3.3799 -4.9613 -4.9610  0.1040
59 H -2.5585 -6.9644 -3.7699  0.1006
60 H -0.4566 -6.8557 -2.4651  0.1067
61 H 0.8442 -4.7690 -2.3837  0.0855
62 H 1.5397 -3.8493 -5.4389  0.1112
63 H 3.9087 -4.4815 -5.7686  0.1006
64 H 5.6495 -3.5720 -4.2679  0.0993
65 H 5.0263 -2.0169 -2.4497  0.1077
66 H 2.6335 -1.4248 -2.0974  0.0957
67 O -1.3620 1.8306 -0.4549  -0.5567
68 Si -1.0466 2.9940 0.6067  0.5241
69 C -1.9322 4.6358 0.3370  -0.2099
70 C -2.1304 5.5175 1.4003  -0.1016
71 C -2.7936 6.7226 1.2190  -0.0970
72 C -3.2817 7.0614 -0.0346  -0.1049
73 C -3.0919 6.1967 -1.1029  -0.0869
74 C -2.4213 4.9964 -0.9194  -0.0821
75 C -1.3790 2.4964 2.4089  -0.2260
76 C -2.6810 2.4829 2.9145  -0.0870
77 C -2.9271 2.1874 4.2474  -0.0902
78 C -1.8728 1.9011 5.1032  -0.1017
79 C -0.5749 1.8855 4.6138  -0.0924
80 C -0.3346 2.1786 3.2793  -0.1125
81 C 0.8254 3.3451 0.5369  -0.2002
82 C 1.3692 4.3990 1.2740  -0.0930
83 C 2.7346 4.6414 1.2911  -0.0949
84 C 3.5942 3.8293 0.5624  -0.1109
85 C 3.0739 2.7818 -0.1822  -0.0918
86 C 1.7052 2.5465 -0.1930  -0.0861
87 H -1.7744 5.2431 2.3880  0.0983
88 H -2.9349 7.3912 2.0602  0.0949
89 H -3.8144 7.9942 -0.1760  0.0931
90 H -3.4720 6.4531 -2.0849  0.0985
91 H -2.2865 4.3197 -1.7536  0.0858
92 H -3.5063 2.7044 2.2454  0.1037
93 H -3.9443 2.1839 4.6216  0.0967
94 H -2.0606 1.6908 6.1495  0.0933
95 H 0.2573 1.6527 5.2686  0.0980
96 H 0.6814 2.1599 2.9041  0.0824
97 H 0.7115 5.0424 1.8496  0.0986
98 H 3.1299 5.4670 1.8715  0.0962
99 H 4.6617 4.0129 0.5769  0.0961
100 H 3.7343 2.1410 -0.7551  0.1032
101 H 1.3170 1.7310 -0.7922  0.0830

Results
Energy relative to the best compared isomer or geometry (same formula, charge and spin) = 3.380 eV
DFT total energy = -10089.29585 Ha
Frontier orbital gap = 7.458 eV
Net charge = -1

C5H5NO | the ωB97M-V functional and the def2-TZVPD basis

Last column: Löwdin charge in e.
Geometry (Å):
1 O 0.8154 0.5740 0.7845  -0.0660
2 C 0.5133 0.9746 -0.5006  0.0755
3 C 1.9568 -0.0898 0.6796  -0.2493
4 C 2.8845 -0.8156 0.4812  0.1318
5 C -0.9171 0.8549 -0.6757  -0.3081
6 C -1.4358 -0.5214 -0.2970  -0.1101
7 N -1.9012 0.6443 0.3923  0.0488
8 H 3.7031 -1.4424 0.2211  0.0332
9 H -1.2973 1.2832 -1.5942  0.1217
10 H -0.7602 -1.2057 0.2125  0.1137
11 H -2.1315 -0.9776 -0.9943  0.1114
12 H -1.4300 0.7217 1.2908  0.0975

Results
Energy relative to the best compared isomer or geometry (same formula, charge and spin) = 6.733 eV
DFT total energy = -323.27225 Ha
Frontier orbital gap = 9.052 eV